# 1
The following is a quantum chemistry calculation of the molecule C4H5F at a distorted geometry, from the OMol25 dataset.

XYZ file:
```
10
Properties=species:S:1:pos:R:3:forces:R:3
C -0.448 1.796 0.241 -0.517 0.667 -0.209
C 0.140 0.638 0.441 0.452 -1.783 -0.285
C 0.039 -0.587 -0.406 -2.045 2.665 -0.533
C 0.321 -1.824 -0.178 2.100 -2.918 1.224
F -0.613 -0.321 -1.589 0.475 0.137 0.194
H -0.117 2.617 0.875 -0.545 -0.050 -0.121
H -1.246 1.945 -0.496 0.652 0.072 0.109
H 0.784 0.524 1.292 0.465 -0.018 0.158
H 0.792 -2.182 0.761 -0.399 0.742 -0.561
H 0.347 -2.606 -0.940 -0.637 0.486 0.025
```
Forces are in eV/Å.

Properties
SMILES: C=CC(=C)F
Maximum force in eV Å⁻¹: 3.80
E_HOMO in eV: -9.4
Relative energy (zero: lowest compared OMol25 entry of this formula, charge and spin) in eV: 0.268

Atom charges from the Mulliken analysis, given in e for atoms 1 to 4: number 1, C, carries -0.628; number 2, C, carries -0.296; number 3, C, carries 0.635; number 4, C, carries -0.717

# 2
The following is a quantum chemistry calculation of the molecule C4H5F at a distorted geometry, from the OMol25 dataset.

XYZ file:
```
10
Properties=species:S:1:pos:R:3:forces:R:3
C -1.727 0.743 -0.028 1.703 -1.045 -0.381
C -0.820 -0.210 -0.011 0.458 0.906 0.630
C 0.577 0.023 -0.004 3.458 2.879 -0.475
C 1.669 -0.741 -0.036 -2.443 -2.407 0.376
F 0.952 1.484 0.036 -1.101 -2.894 -0.302
H -2.702 0.492 0.170 -2.264 -0.025 0.098
H -1.324 1.663 -0.286 -0.156 2.047 -0.063
H -1.012 -1.195 0.204 -0.877 -2.326 0.361
H 2.625 -0.404 -0.079 2.422 1.889 -0.004
H 1.760 -1.854 0.034 -1.199 0.976 -0.240
```
Forces are in eV/Å.

Properties
SMILES: C=CC(=C)F
Maximum force in eV Å⁻¹: 4.52
E_HOMO in eV: -9.3
Relative energy (zero: lowest compared OMol25 entry of this formula, charge and spin) in eV: 0.939

Atom charges from the Mulliken analysis, given in e for atoms 1 to 4: number 1, C, carries -0.680; number 2, C, carries -0.353; number 3, C, carries 0.687; number 4, C, carries -0.804

# 3
The following is a quantum chemistry calculation of a cluster of 2 separate species, C4H5F2N in total at a distorted geometry, from the OMol25 dataset.

XYZ file:
```
12
Properties=species:S:1:pos:R:3:forces:R:3
C 1.134 -0.431 -1.549 -0.020 -0.267 1.226
C -0.982 1.511 0.301 2.671 0.382 -2.477
C 0.423 -2.191 0.001 1.413 0.421 0.700
C -0.807 0.721 1.296 0.683 -1.576 1.850
N 0.812 -1.191 -0.591 -1.222 -2.573 0.684
F 0.418 0.338 1.683 -0.738 -0.188 0.020
F -1.727 0.139 2.076 0.596 0.752 -0.255
H 0.514 -0.211 -2.324 -2.266 0.560 -1.766
H 2.031 0.052 -1.553 2.630 0.812 0.150
H -0.150 1.624 -0.454 -0.715 0.155 1.533
H -1.841 1.980 0.029 -2.597 0.707 -0.445
H 0.175 -2.340 1.083 -0.435 0.816 -1.218
```
Forces are in eV/Å.

Properties
Maximum force in eV Å⁻¹: 3.66
E_HOMO in eV: -7.9
Relative energy (zero: lowest compared OMol25 entry of this formula, charge and spin) in eV: 3.983

Atom charges from the Mulliken analysis, given in e for atoms 1 to 4: number 1, C, carries -0.728; number 2, C, carries -0.521; number 3, C, carries -0.203; number 4, C, carries 0.415

# 4
The following is a quantum chemistry calculation of the molecule C4H5F2NO at a distorted geometry, from the OMol25 dataset.

XYZ file:
```
13
Properties=species:S:1:pos:R:3:forces:R:3
C -2.702 -0.075 0.425 -2.409 1.437 1.260
C -0.389 0.217 -0.042 -0.621 -3.679 -0.015
C 2.104 0.285 0.006 0.388 0.174 -0.235
C 0.844 -0.485 -0.354 0.019 -0.729 -1.596
N -1.733 -0.691 -0.047 3.106 1.197 -0.731
O -0.598 1.380 -0.053 -0.958 4.058 0.146
F 0.863 -0.787 -1.758 0.226 0.041 0.956
F 0.704 -1.667 0.260 0.964 -1.159 0.184
H -2.567 0.844 1.056 -0.396 -0.823 -0.909
H -3.729 -0.424 0.235 0.504 -0.260 0.365
H 2.961 -0.394 0.216 -0.847 0.303 -0.042
H 1.807 0.851 0.908 0.735 -0.007 -0.471
H 2.435 0.946 -0.850 -0.709 -0.554 1.088
```
Forces are in eV/Å.

Properties
Maximum force in eV Å⁻¹: 4.17
E_HOMO (alpha / beta) in eV: -6.5 / -11.2
Relative energy (zero: lowest compared OMol25 entry of this formula, charge and spin) in eV: 0.000
Spin multiplicity: 3

Atom charges from the Mulliken analysis, given in e for atoms 1 to 4: number 1, C, carries -0.288; number 2, C, carries -0.205; number 3, C, carries -1.243; number 4, C, carries 1.429

# 5
The following is a quantum chemistry calculation of the molecule C4H5F2NO2 at a distorted geometry, from the OMol25 dataset.

XYZ file:
```
14
Properties=species:S:1:pos:R:3:forces:R:3
C 2.172 -0.369 0.511 0.525 1.281 0.561
C 1.106 -0.859 -0.345 -3.501 -0.319 1.613
O 1.218 -1.243 -1.453 -0.335 -0.105 -0.370
C -0.585 -1.022 0.494 1.450 0.463 -1.503
F -0.540 -0.876 1.824 0.595 -0.009 0.357
F -1.058 -2.269 0.240 0.109 -0.020 -0.112
C -1.501 0.082 -0.087 1.056 -2.325 -0.743
N -2.527 -0.349 -0.852 1.304 0.631 1.907
O -1.106 1.204 -0.005 -0.013 1.666 0.270
H 2.470 -1.105 1.196 0.187 -1.349 1.042
H 3.001 -0.172 -0.090 1.493 -0.039 -1.329
H 2.128 0.544 1.087 -1.261 0.239 0.144
H -2.814 -1.254 -0.990 -0.240 -2.431 0.074
H -2.875 0.290 -1.460 -1.368 2.317 -1.912
```
Forces are in eV/Å.

Properties
SMILES: CC(=O)C(F)(F)C(N)=O
Maximum force in eV Å⁻¹: 3.87
E_HOMO in eV: -9.7
Relative energy (zero: lowest compared OMol25 entry of this formula, charge and spin) in eV: 0.655

Atom charges from the Mulliken analysis, given in e for atoms 1 to 4: number 1, C, carries -1.245; number 2, C, carries 0.593; number 3, O, carries -0.464; number 4, C, carries 0.814

# 6
The following is a quantum chemistry calculation of a cluster of 2 separate species, C4H5F3O in total at a distorted geometry, from the OMol25 dataset.

XYZ file:
```
13
Properties=species:S:1:pos:R:3:forces:R:3
C -1.140 2.018 -0.056 0.423 -3.313 0.112
C -0.722 0.750 -0.013 0.189 -0.345 0.826
C 2.868 -0.864 -0.084 3.440 2.970 1.709
C -1.787 -0.304 -0.053 -0.355 0.655 0.992
O 3.213 -2.123 0.020 1.783 0.262 0.469
F -1.692 -1.050 1.089 -0.667 0.376 -0.158
F -1.644 -1.148 -1.032 0.484 -1.218 -1.520
F -3.053 0.195 -0.208 0.724 -0.339 0.779
H -2.134 2.318 -0.076 -1.819 -0.154 -0.377
H -0.527 2.804 -0.013 2.799 2.772 0.277
H 0.304 0.258 0.257 -1.734 1.562 -0.929
H 3.792 -0.189 0.386 -2.906 -0.914 -1.388
H 2.521 -2.666 -0.218 -2.361 -2.313 -0.793
```
Forces are in eV/Å.

Properties
Maximum force in eV Å⁻¹: 4.85
E_HOMO (alpha / beta) in eV: -7.5 / -10.9
Relative energy (zero: lowest compared OMol25 entry of this formula, charge and spin) in eV: 1.501
Spin multiplicity: 3

Atom charges from the Mulliken analysis, given in e for atoms 1 to 4: number 1, C, carries -0.704; number 2, C, carries -0.172; number 3, C, carries -0.158; number 4, C, carries 0.915

Among the records above, which one has the highest maximum force? C4H5F3O